{
  "formula": "CH14Na5O10",
  "method": "ωB97M-V/def2-TZVPD",
  "charge": 3,
  "fmax_ev_per_a": 4.2,
  "homo_lumo_gap_ev": 4.76,
  "elements": ["H", "O", "O", "H", "H", "H", "O", "H", "H", "H", "Na", "C", "Na", "H", "H", "H", "H", "H", "Na", "O", "O", "O", "O", "O", "O", "Na", "H", "Na", "H", "O"],
  "positions_angstrom": [[8.25, 0.00, -13.22], [12.14, -0.81, -13.92], [10.19, -2.56, -12.88], [11.07, -5.89, -12.92], [10.38, -6.56, -14.16], [12.53, -5.24, -13.81], [10.90, -2.41, -10.81], [9.40, -4.13, -14.10], [8.94, -7.01, -10.80], [11.55, -0.21, -14.38], [13.23, -2.15, -10.06], [10.67, -3.16, -11.88], [10.39, -0.18, -11.46], [13.24, -3.96, -14.31], [12.58, -4.54, -11.33], [14.10, -4.55, -11.29], [8.81, -1.43, -13.50], [9.23, -5.57, -11.19], [10.49, -4.48, -9.16], [13.32, -4.52, -10.71], [13.39, -4.77, -13.82], [8.68, -4.34, -14.71], [7.98, -0.92, -13.33], [8.70, -6.10, -10.57], [11.18, -6.54, -13.63], [7.83, -2.33, -11.17], [11.59, -1.56, -13.63], [10.11, -1.38, -8.54], [8.06, -4.89, -14.21], [10.77, -4.41, -11.84]],
  "nbo_charge": [0.4701, -0.9560, -0.8498, 0.4636, 0.4955, 0.4878, -1.1573, 0.4634, 0.5213, 0.4831, 0.9787, 0.9432, 0.9482, 0.4718, 0.4997, 0.5291, 0.5092, 0.4717, 0.9689, -1.0356, -0.9702, -0.9262, -0.9638, -0.9888, -0.9447, 0.9774, 0.4754, 0.9922, 0.4656, -0.8233]
}

***

{
  "formula": "C8H22OSi2",
  "method": "ωB97M-V/def2-TZVPD",
  "fmax_ev_per_a": 4.5,
  "homo_lumo_gap_ev": 8.28,
  "elements": ["H", "H", "Si", "C", "H", "C", "H", "H", "C", "H", "H", "H", "C", "C", "H", "H", "H", "H", "H", "C", "O", "C", "H", "H", "H", "H", "Si", "C", "H", "H", "H", "H", "H"],
  "positions_angstrom": [[-3.24, -1.43, -2.00], [-3.48, 1.65, -0.82], [1.02, 0.00, 0.20], [0.10, -2.66, -0.84], [-3.35, -1.87, -0.38], [2.51, -2.00, -1.21], [-3.96, 0.18, 2.08], [0.56, -3.54, -0.31], [0.97, 2.87, 0.22], [2.19, 1.58, 2.41], [-2.13, 0.11, 2.30], [0.47, -0.36, 1.53], [-3.57, -1.06, -1.00], [-2.96, 0.42, 1.61], [3.56, 1.10, 1.65], [0.73, -1.13, -1.93], [3.37, 2.71, 1.77], [-4.58, -0.80, -1.11], [2.84, -2.65, -0.44], [2.79, 1.84, 1.63], [-1.17, 0.62, -0.84], [1.12, -1.45, -0.97], [3.24, -1.22, -1.20], [0.53, 2.78, -0.78], [-3.03, 1.53, 1.89], [2.65, 1.69, -0.55], [-2.63, 0.49, -0.30], [1.98, 1.67, 0.37], [1.54, 3.84, 0.29], [-0.81, -2.23, -0.31], [2.66, -2.52, -2.08], [0.22, 2.86, 0.93], [-0.14, -3.02, -1.80]],
  "nbo_charge": [0.2205, -0.2690, 1.7161, -0.5782, 0.2120, -0.5995, 0.2467, 0.2019, -0.5933, 0.2082, 0.2242, -0.2211, -1.1106, -1.1672, 0.2023, 0.2783, 0.2261, 0.2248, 0.2025, -0.6085, -1.2765, -0.7512, 0.1968, 0.2364, 0.2285, 0.2272, 1.7054, -0.6674, 0.2087, 0.2311, 0.2187, 0.2120, 0.2140]
}

***

{
  "formula": "C31H44CaCl2MgN2O14",
  "method": "ωB97M-V/def2-TZVPD",
  "charge": 2,
  "fmax_ev_per_a": 10.4,
  "homo_lumo_gap_ev": 2.92,
  "elements": ["O", "H", "H", "H", "C", "C", "H", "H", "C", "H", "O", "H", "N", "H", "C", "O", "C", "H", "C", "C", "H", "C", "H", "O", "H", "O", "C", "H", "H", "C", "C", "C", "H", "O", "C", "H", "C", "C", "Cl", "H", "C", "H", "Cl", "H", "C", "C", "H", "H", "O", "C", "N", "C", "H", "O", "C", "H", "H", "H", "Mg", "H", "C", "C", "C", "H", "C", "H", "H", "H", "H", "O", "H", "C", "O", "H", "H", "Ca", "H", "O", "O", "H", "H", "O", "H", "C", "H", "H", "H", "H", "C", "C", "C", "H", "O", "C", "H"],
  "positions_angstrom": [[3.08, 1.07, -2.86], [2.65, -2.05, -1.93], [4.21, -1.23, 1.07], [-4.18, 0.27, -1.52], [3.23, -0.87, 0.48], [-7.59, -0.06, 1.11], [1.11, -1.68, 0.90], [-6.68, -2.84, -0.04], [1.88, 0.48, -2.80], [2.67, -6.22, 1.55], [3.38, 4.33, 0.98], [-2.76, -2.44, -0.84], [-4.98, -1.47, -0.40], [-10.03, 2.93, 0.49], [7.65, 2.43, 2.85], [1.10, -0.09, -3.94], [3.35, 1.55, 0.81], [0.14, 2.88, -3.34], [-9.36, 1.99, 0.27], [-1.55, -0.53, -1.15], [2.50, -2.96, 1.05], [9.01, 3.97, 1.57], [1.23, -6.30, 4.23], [1.05, -4.97, 1.73], [0.29, -7.70, 1.70], [3.89, 6.30, 2.20], [2.09, -2.09, 0.39], [-0.78, -5.67, 1.05], [3.03, 2.33, 1.65], [-0.89, 2.45, -2.92], [-8.26, 0.12, -1.64], [8.13, 5.01, 1.89], [6.34, 5.60, 2.91], [1.01, 0.19, -1.61], [1.85, -2.51, -1.19], [-1.08, 1.42, -4.94], [-1.27, 1.12, -3.80], [-9.23, 1.42, -1.27], [7.47, 7.15, 3.89], [-4.99, -0.69, 0.31], [-4.25, -0.90, -1.61], [2.03, -7.65, 3.40], [2.97, 5.70, 1.26], [9.45, 1.87, 1.81], [-6.38, -1.93, -0.74], [-0.20, -5.62, 1.98], [-2.46, 3.53, -0.81], [-1.95, 0.57, -1.14], [-4.05, 2.96, -2.24], [1.43, -6.75, 3.25], [5.57, 3.21, 3.97], [6.77, 3.48, 3.15], [3.04, 2.07, -0.22], [-1.86, 3.57, -3.06], [-0.12, -0.73, -1.97], [-4.81, -1.22, -2.62], [7.47, 1.42, 3.22], [-9.83, 1.93, -2.15], [-4.53, -2.75, -3.34], [-0.75, -5.03, 2.71], [8.77, 2.68, 2.06], [-2.75, -1.54, -1.63], [2.10, -5.73, 2.35], [-0.39, -2.87, -0.95], [0.29, -2.30, -1.70], [9.88, 4.16, 0.95], [-0.97, -1.08, -3.99], [0.22, -2.85, -2.76], [2.03, -3.69, -1.23], [5.40, 2.06, 4.39], [-1.31, -0.81, -0.01], [-7.40, -0.64, -0.44], [-8.22, -0.32, -3.05], [2.77, -5.06, 2.90], [-2.43, 0.92, -3.73], [-3.03, 0.34, -5.25], [4.52, 1.45, 0.83], [4.80, 4.16, 4.19], [2.61, 0.31, 1.10], [-7.00, -0.62, 1.96], [-2.49, -1.96, -2.70], [2.97, 6.46, 0.03], [-8.61, 1.56, 2.63], [0.13, -7.00, 2.53], [8.33, 6.01, 1.51], [-0.72, 2.26, -1.78], [-9.03, -0.92, -3.17], [3.54, -0.53, -0.63], [7.01, 4.77, 2.68], [-0.33, -0.19, -3.51], [-2.80, 3.37, -1.94], [-6.52, -2.32, -1.84], [1.63, 5.69, 1.82], [-8.55, 1.24, 1.48], [-0.66, -7.40, 3.17]],
  "lowdin_charge": [0.0836, 0.1206, 0.1395, 0.1337, -0.1989, -0.0246, 0.1202, 0.1436, -0.2063, 0.1200, -0.3632, 0.1453, -0.0926, 0.0972, 0.0636, 0.0061, -0.1306, 0.1867, -0.0413, -0.0836, 0.1021, -0.0148, 0.1220, -0.1736, 0.1196, -0.2999, -0.1256, 0.1084, 0.0990, -0.1358, -0.1631, -0.0413, 0.0103, -0.0118, -0.1599, 0.1227, -0.2017, 0.0115, 0.3669, 0.1212, -0.2946, 0.1224, 0.6722, 0.1329, -0.1914, -0.2129, 0.2022, 0.1010, -0.0436, -0.1732, -0.3025, -0.0875, 0.0966, -0.1027, -0.2861, -0.0848, 0.1369, 0.1050, 0.7825, 0.1175, 0.0177, -0.2382, -0.2067, 0.1272, -0.1000, 0.1276, 0.1283, 0.1388, 0.1308, 0.0835, 0.1588, -0.0692, -0.1222, 0.1199, -0.0272, 1.3749, 0.0999, 0.1063, -0.2641, 0.0925, -0.0124, -0.3082, 0.1054, -0.1782, 0.1138, 0.1455, 0.1359, 0.1109, -0.0644, -0.1895, -0.1166, 0.0662, -0.3285, -0.0438, 0.1199]
}

***

What did the first record say?
{
  "formula": "CH14Na5O10",
  "method": "ωB97M-V/def2-TZVPD",
  "charge": 3,
  "fmax_ev_per_a": 4.2,
  "homo_lumo_gap_ev": 4.76,
  "elements": ["H", "O", "O", "H", "H", "H", "O", "H", "H", "H", "Na", "C", "Na", "H", "H", "H", "H", "H", "Na", "O", "O", "O", "O", "O", "O", "Na", "H", "Na", "H", "O"],
  "positions_angstrom": [[8.25, 0.00, -13.22], [12.14, -0.81, -13.92], [10.19, -2.56, -12.88], [11.07, -5.89, -12.92], [10.38, -6.56, -14.16], [12.53, -5.24, -13.81], [10.90, -2.41, -10.81], [9.40, -4.13, -14.10], [8.94, -7.01, -10.80], [11.55, -0.21, -14.38], [13.23, -2.15, -10.06], [10.67, -3.16, -11.88], [10.39, -0.18, -11.46], [13.24, -3.96, -14.31], [12.58, -4.54, -11.33], [14.10, -4.55, -11.29], [8.81, -1.43, -13.50], [9.23, -5.57, -11.19], [10.49, -4.48, -9.16], [13.32, -4.52, -10.71], [13.39, -4.77, -13.82], [8.68, -4.34, -14.71], [7.98, -0.92, -13.33], [8.70, -6.10, -10.57], [11.18, -6.54, -13.63], [7.83, -2.33, -11.17], [11.59, -1.56, -13.63], [10.11, -1.38, -8.54], [8.06, -4.89, -14.21], [10.77, -4.41, -11.84]],
  "nbo_charge": [0.4701, -0.9560, -0.8498, 0.4636, 0.4955, 0.4878, -1.1573, 0.4634, 0.5213, 0.4831, 0.9787, 0.9432, 0.9482, 0.4718, 0.4997, 0.5291, 0.5092, 0.4717, 0.9689, -1.0356, -0.9702, -0.9262, -0.9638, -0.9888, -0.9447, 0.9774, 0.4754, 0.9922, 0.4656, -0.8233]
}